Entry from the Open Molecules 2025 dataset: C22H43O3P2PtS5Sb as an isolated structure at a distorted geometry (the ωB97M-V functional and the def2-TZVPD basis).

Output
HOMO-LUMO gap (spin up / spin down) = 4.43 / 4.67 eV
total charge = -2
energy relative to the best compared isomer or geometry (same formula, charge and spin) = 13.1 kcal per mole
HOMO energy (spin up / spin down) = -0.01560 / -0.02448 Eh
2S+1 = 3
LUMO (spin up / spin down) = 0.1471 / 0.1471 Eh
⟨S²⟩ = 2.01

Geometry (Å):
Pt  -0.19649  -2.79023  -1.54564
C  -1.99757  -6.52925  -0.38447
C  -2.58748  -5.49214  0.55033
O  -2.84086  -4.29650  -0.18899
P  -2.04956  -2.92914  0.13240
S  -2.75975  -1.58094  -1.13167
S  -0.19514  -3.28338  0.86640
O  -2.74066  -2.53830  1.61732
C  -4.11482  -2.16622  1.69708
C  -4.22363  -0.73152  2.17932
H  -1.77946  -7.45381  0.16714
H  -1.07425  -6.14606  -0.82726
H  -2.69298  -6.75434  -1.19765
H  -1.90557  -5.29550  1.37434
H  -3.54023  -5.82489  0.96665
H  -4.61217  -2.84419  2.39607
H  -4.59886  -2.26215  0.72616
H  -3.58955  -0.58435  3.06095
H  -5.25942  -0.48223  2.43673
H  -3.88266  -0.05288  1.38759
S  2.11704  -5.25612  -5.39715
Sb  1.01191  -3.37841  -4.62983
S  2.01496  -2.71252  -2.49773
S  -0.95722  -4.08718  -3.31458
O  0.40670  0.10785  -1.43439
P  0.56602  1.06446  -0.29344
C  -1.07243  1.72376  0.23065
C  -2.06469  1.95172  -0.93494
C  -2.12035  3.38634  -1.47484
C  -2.29052  4.41078  -0.35362
C  -1.15635  4.26196  0.66009
C  -1.15094  2.85697  1.26989
C  1.68593  2.44241  -0.71838
C  3.17828  2.05038  -0.68474
C  3.52989  1.00976  -1.76401
C  3.00126  1.42363  -3.16095
C  2.44165  2.84929  -3.15400
C  1.29818  2.97169  -2.14088
C  1.18206  0.21538  1.20383
C  2.23940  -0.86192  0.87345
C  2.50338  -1.77150  2.09297
C  2.37757  -1.00964  3.42800
C  2.72782  0.46451  3.22746
C  1.63682  1.13464  2.37520
H  -1.42058  0.80076  0.71042
H  -3.06280  1.68860  -0.56540
H  -1.84792  1.23914  -1.73023
H  -2.94851  3.46011  -2.18560
H  -1.20802  3.62434  -2.02532
H  -3.25074  4.24308  0.15476
H  -2.31018  5.42726  -0.75973
H  -1.25742  5.00156  1.45903
H  -0.20309  4.46099  0.15490
H  -2.09329  2.73238  1.81810
H  -0.35178  2.77611  2.00759
H  1.51535  3.21780  0.03211
H  3.45675  1.68274  0.30497
H  3.76563  2.96132  -0.84197
H  3.08772  0.04221  -1.51497
H  4.61430  0.86953  -1.78245
H  2.20065  0.73271  -3.44663
H  3.78767  1.33072  -3.91044
H  2.05872  3.10816  -4.14423
H  3.23426  3.57162  -2.92545
H  0.46875  2.38074  -2.53718
H  0.96612  4.00955  -2.07759
H  0.29138  -0.34633  1.49963
H  3.17811  -0.39933  0.57158
H  1.89485  -1.46174  0.03205
H  3.51105  -2.18598  2.00000
H  1.80649  -2.60804  2.07888
H  3.01228  -1.46437  4.19247
H  1.34354  -1.07257  3.79092
H  3.70151  0.54231  2.72836
H  2.81561  0.98626  4.18386
H  1.99574  2.10375  2.01179
H  0.78258  1.33440  3.02495

Entry from the Open Molecules 2025 dataset: one molecule with the formula C5H12O2 (the ωB97M-V functional and the def2-TZVPD basis).

Output
HOMO-LUMO gap = 10.59 eV
SMILES = CC[C@@H](O)CCO
total charge = 0
energy relative to the best compared isomer or geometry (same formula, charge and spin) = 14.9 kcal per mole
HOMO energy = -0.36220 Eh
LUMO = 0.0271 Eh

Geometry (Å):
C  2.63456  -0.50796  0.53321
C  1.59198  0.05862  -0.42562
C  0.17445  -0.10504  0.10888
O  0.12556  0.51421  1.37913
C  -0.87174  0.50156  -0.83279
C  -2.28994  0.05583  -0.50810
O  -2.56232  0.32976  0.86718
H  3.64968  -0.37372  0.14526
H  2.56120  -0.01131  1.50422
H  2.47362  -1.58128  0.69237
H  1.65992  -0.43886  -1.40255
H  1.77428  1.12874  -0.59266
H  -0.03172  -1.18977  0.20876
H  -0.81427  0.54318  1.62000
H  -0.65670  0.22283  -1.87305
H  -0.79711  1.59396  -0.76107
H  -2.39062  -1.02182  -0.70396
H  -3.01519  0.58345  -1.14392
H  -3.21564  -0.30236  1.18472

Entry from the Open Molecules 2025 dataset: one molecule with the formula C4H9NOS at a distorted geometry (the ωB97M-V functional and the def2-TZVPD basis).

Output
HOMO-LUMO gap = 9.86 eV
SMILES = [H]/N=C(/O)[C@@H](C)SC
total charge = 0
energy relative to the best compared isomer or geometry (same formula, charge and spin) = 23.0 kcal per mole
HOMO energy = -0.33059 Eh
LUMO = 0.0318 Eh

Geometry (Å):
H  -1.35020  -1.38024  -0.07639
N  -1.29926  -0.88575  -0.96003
C  -0.68404  0.23365  -0.89107
O  -0.63886  0.87797  -2.06909
C  0.01628  0.67057  0.38148
C  -0.99889  1.32167  1.29364
S  0.81929  -0.76775  1.26301
C  1.90101  -1.45370  -0.03750
H  -1.14367  0.28743  -2.63098
H  0.79698  1.36384  0.08226
H  -1.71855  0.59533  1.65757
H  -1.56464  2.10251  0.74118
H  -0.51666  1.83119  2.15532
H  2.30999  -2.40678  0.30231
H  2.71527  -0.76347  -0.22879
H  1.35595  -1.62647  -0.98292

Entry from the Open Molecules 2025 dataset: one molecule with the formula C3H7N3OS at a distorted geometry (the ωB97M-V functional and the def2-TZVPD basis).

Output
HOMO-LUMO gap = 9.23 eV
SMILES = CS/C(=N\N)C(N)=O
total charge = 0
energy relative to the best compared isomer or geometry (same formula, charge and spin) = 31.1 kcal per mole
HOMO energy = -0.32238 Eh
LUMO = 0.0169 Eh

Geometry (Å):
C  1.18895  2.03149  -0.23194
S  -0.40835  1.49167  -0.79167
C  -0.42577  -0.17263  -0.21109
N  -1.25677  -0.68759  0.62188
N  -2.28939  0.01535  1.06379
C  0.71715  -1.06743  -0.65197
N  0.63374  -2.27776  -0.08479
O  1.69374  -0.78634  -1.34404
H  1.31863  3.04726  -0.58493
H  1.23779  2.17331  0.84821
H  1.96907  1.34587  -0.48672
H  -3.11760  -0.53013  1.25212
H  -2.49354  0.82772  0.44683
H  1.25883  -2.96293  -0.45882
H  -0.02647  -2.44785  0.61314

Entry from the Open Molecules 2025 dataset: a 2-piece molecular cluster, C5H10N overall at a distorted geometry (the ωB97M-V functional and the def2-TZVPD basis).

Output
HOMO-LUMO gap = 7.91 eV
total charge = +1
energy relative to the best compared isomer or geometry (same formula, charge and spin) = 152.7 kcal per mole
HOMO energy = -0.49164 Eh
LUMO = -0.2008 Eh

Geometry (Å):
C  -0.14330  -0.56679  -1.79798
C  -0.05790  -0.94735  -0.30979
C  -0.80301  0.09912  0.63456
C  0.77498  0.24549  -0.00101
C  -0.82245  0.13757  2.01738
N  0.33395  0.81520  -1.39124
H  0.73786  -0.98317  -2.32843
H  -1.00235  -0.81048  -2.44233
H  0.08894  -1.95701  0.02201
H  -1.70102  0.39563  0.14102
H  2.89173  -0.20535  -1.43996
H  -1.70681  0.71462  2.29607
H  3.50358  -0.38701  -1.07730
H  -0.00855  -0.28585  2.60557
H  0.93556  1.34196  -2.00901
H  -0.43047  1.50249  -1.10983

Entry from the Open Molecules 2025 dataset: C53H68BCsGeN7O4P2S2Si3Te as an isolated structure at a distorted geometry (the ωB97M-V functional and the def2-TZVPD basis).

Output
HOMO-LUMO gap (spin up / spin down) = 5.85 / 5.42 eV
total charge = -2
energy relative to the best compared isomer or geometry (same formula, charge and spin) = 21.7 kcal per mole
HOMO energy (spin up / spin down) = -0.09253 / -0.09254 Eh
2S+1 = 2
LUMO (spin up / spin down) = 0.1224 / 0.1067 Eh
⟨S²⟩ = 0.75

Geometry (Å):
Cs  -0.36206  -0.47645  0.07684
C  -3.94454  -1.68522  2.64243
C  -3.13268  -2.65898  1.86865
N  -1.94755  -2.41655  1.36218
C  -1.55940  -3.57936  0.72861
C  -2.53476  -4.53330  0.86055
N  -3.51755  -3.92888  1.58942
C  -2.74264  -5.94873  0.40099
O  -1.80476  -6.44607  -0.29241
O  -3.78967  -6.48972  0.75872
C  -0.25309  -3.69027  0.02233
O  -0.03115  -4.79404  -0.61827
O  0.55936  -2.77090  0.07164
H  -3.29748  -0.88303  2.98904
H  -4.41250  -2.15687  3.50727
H  -4.73352  -1.24787  2.02655
H  -4.36640  -4.41744  1.83511
H  -0.82678  -5.50872  -0.50296
Te  -3.74796  1.35413  -4.15755
C  -3.46104  2.79426  -5.67779
C  -2.59805  3.86785  -5.49558
C  -2.41679  4.76602  -6.53156
N  -3.01904  4.68091  -7.71765
C  -3.84296  3.64997  -7.87913
C  -4.09609  2.69359  -6.90935
C  -1.92429  1.62783  -3.22201
P  -1.88345  2.30281  -1.51783
C  -2.94093  3.81308  -1.60413
C  -4.31929  3.63824  -1.49134
C  -5.18936  4.71262  -1.55178
C  -4.69133  5.99913  -1.70908
C  -3.32222  6.19077  -1.80813
C  -2.45825  5.10721  -1.76141
C  -0.19366  3.08689  -1.53133
C  0.38632  3.56488  -2.70664
C  1.62521  4.17791  -2.68663
C  2.30596  4.33874  -1.48459
C  1.74155  3.86933  -0.31209
C  0.50440  3.23503  -0.33747
P  -0.74855  0.29646  -3.34500
C  -1.58891  -1.29618  -2.91372
C  -0.98911  -2.49092  -3.32041
C  -1.59632  -3.71419  -3.09362
C  -2.80786  -3.77170  -2.41868
C  -3.37746  -2.60126  -1.94512
C  -2.77189  -1.37401  -2.18321
C  -0.63905  0.09794  -5.17995
C  0.19398  1.01207  -5.82502
C  0.26961  1.07252  -7.20534
C  -0.48897  0.20355  -7.97844
C  -1.31420  -0.71711  -7.35269
C  -1.39101  -0.76624  -5.96745
H  -2.06831  3.98434  -4.56085
H  -1.74397  5.60722  -6.39857
H  -4.32516  3.57208  -8.84866
H  -4.75893  1.86762  -7.13295
H  -4.72036  2.63829  -1.36059
H  -6.25576  4.54569  -1.47203
H  -5.36542  6.84486  -1.74624
H  -2.91963  7.18963  -1.91432
H  -1.39082  5.28193  -1.82484
H  -0.14973  3.41854  -3.63609
H  2.06355  4.53759  -3.61005
H  3.27129  4.82775  -1.46433
H  2.24447  4.01131  0.63457
H  0.06523  2.89803  0.59759
H  -0.04924  -2.45024  -3.85863
H  -1.11824  -4.62605  -3.42040
H  -3.27634  -4.72790  -2.22722
H  -4.30149  -2.64088  -1.37933
H  -3.24249  -0.46888  -1.81137
H  0.77948  1.70102  -5.22651
H  0.91423  1.80200  -7.67848
H  -0.44400  0.25244  -9.05869
H  -1.92241  -1.39054  -7.94287
H  -2.07109  -1.46893  -5.50250
C  2.99708  1.47730  2.13447
N  2.34567  2.33175  3.09682
C  2.80531  3.54470  3.56510
C  1.89197  3.97173  4.46578
N  0.89328  3.04099  4.55288
B  -0.34924  3.18005  5.48849
N  -1.61989  3.09717  4.60515
C  -2.61318  2.16648  4.75077
C  -3.53343  2.37084  3.78147
N  -3.08220  3.43466  3.03099
C  -3.71000  3.93787  1.83418
C  -1.90422  3.88200  3.54126
S  -0.98875  5.17445  2.93495
C  1.16497  2.03931  3.70295
S  0.29918  0.59571  3.43535
H  4.00895  1.85110  1.97751
H  2.45961  1.47370  1.18439
H  3.03447  0.45439  2.51274
H  3.71479  3.98499  3.20498
H  1.83491  4.88391  5.02486
H  -0.39202  2.26536  6.28540
H  -0.25338  4.26049  6.02760
H  -2.55443  1.41745  5.51494
H  -4.44724  1.86043  3.54703
H  -4.73672  4.24721  2.04274
H  -3.70209  3.17510  1.05379
H  -3.13132  4.79655  1.49100
C  1.09484  -5.49621  2.39558
Si  2.78347  -4.92554  1.78462
C  4.04097  -6.02293  2.66654
C  3.02796  -5.23838  -0.04825
Ge  3.08539  -2.59586  2.23693
Si  5.12515  -2.00636  1.17423
C  5.80405  -0.33661  1.70060
C  4.88262  -1.96204  -0.68606
C  6.45733  -3.28364  1.54527
Si  3.09297  -2.22078  4.59005
C  3.58293  -0.47687  5.05872
C  4.37546  -3.34264  5.39767
C  1.41446  -2.65221  5.29375
H  0.62000  -6.16632  1.68135
H  0.40837  -4.67280  2.57980
H  1.22031  -6.03408  3.33676
H  3.83909  -7.04275  2.32765
H  3.93261  -6.01054  3.74719
H  5.07278  -5.78573  2.42634
H  2.57150  -6.18908  -0.32472
H  4.09590  -5.29186  -0.26588
H  2.57317  -4.46765  -0.66208
H  5.24038  0.46943  1.23976
H  6.83844  -0.26053  1.35898
H  5.78694  -0.18136  2.77645
H  4.07680  -1.28012  -0.95642
H  4.62072  -2.94098  -1.07931
H  5.79501  -1.62348  -1.18203
H  6.61454  -3.42693  2.61234
H  7.39310  -2.93329  1.10272
H  6.21795  -4.25027  1.10972
H  4.51446  -0.16512  4.59019
H  3.72342  -0.44257  6.14153
H  2.79965  0.22802  4.79211
H  5.38402  -3.14775  5.03735
H  4.16686  -4.39893  5.25591
H  4.35388  -3.13368  6.47050
H  0.64399  -2.03936  4.83269
H  1.39478  -2.46308  6.36864
H  1.17506  -3.70154  5.12354

Entry from the Open Molecules 2025 dataset: a 4-piece molecular cluster, H7O3S overall at a distorted geometry (the ωB97M-V functional and the def2-TZVPD basis).

Output
HOMO-LUMO gap = 7.81 eV
total charge = -1
energy relative to the best compared isomer or geometry (same formula, charge and spin) = 16.7 kcal per mole
HOMO energy = -0.14052 Eh
LUMO = 0.1464 Eh

Geometry (Å):
S  -1.51922  -0.50646  -0.26873
H  -2.38247  -1.43014  -0.41940
H  1.04894  -0.00270  1.23856
H  -0.24030  -0.45156  1.95855
O  0.63869  -0.02589  2.20683
H  0.53228  -1.53918  -0.69752
H  2.03739  -1.21176  -1.24667
O  1.40653  -1.89576  -1.06239
H  -0.56561  2.63367  0.13569
H  -0.77028  1.84782  -1.04522
O  -0.18595  2.58196  -0.79971

Entry from the Open Molecules 2025 dataset: C24H43IIrP2 as an isolated structure at a distorted geometry (the ωB97M-V functional and the def2-TZVPD basis).

Output
HOMO-LUMO gap (spin up / spin down) = 7.06 / 4.40 eV
total charge = +2
energy relative to the best compared isomer or geometry (same formula, charge and spin) = 0.0 kcal per mole
HOMO energy (spin up / spin down) = -0.43120 / -0.50838 Eh
2S+1 = 6
LUMO (spin up / spin down) = -0.1716 / -0.3468 Eh
⟨S²⟩ = 8.77

Geometry (Å):
Ir  -1.39923  0.70734  0.21773
C  -2.42349  2.24388  -1.09232
C  -2.68282  0.83698  -1.42732
C  -4.06491  1.47693  0.36323
C  -3.31300  2.61218  -0.01816
C  -3.70382  0.38274  -0.48556
C  -1.63674  3.19336  -1.92825
H  -1.03327  2.66382  -2.67310
H  -0.97485  3.81626  -1.30961
H  -2.32348  3.86863  -2.46182
C  -3.45358  3.96831  0.55072
H  -2.60802  4.60632  0.27431
H  -3.52842  3.94969  1.64548
H  -4.36812  4.43741  0.16269
C  -5.07253  1.43686  1.44439
H  -6.02066  1.86467  1.08916
H  -4.75261  2.01855  2.32021
H  -5.27565  0.41004  1.77350
C  -4.42324  -0.91666  -0.58060
H  -5.42505  -0.76006  -1.01522
H  -4.56957  -1.37850  0.40716
H  -3.88522  -1.62615  -1.22223
C  -2.37847  0.18828  -2.74054
H  -3.22829  0.29355  -3.42730
H  -2.18138  -0.87947  -2.59882
H  -1.49737  0.64752  -3.19756
C  4.34267  -0.08238  0.22551
C  4.30495  0.01433  -1.11419
C  4.76558  -1.05253  -2.05977
C  4.44062  -2.52375  -1.65195
C  3.13732  -2.72847  -0.93619
C  3.01984  -2.79539  0.40245
C  4.07372  -2.37567  1.39150
C  5.01580  -1.21654  0.94429
H  5.85713  -0.96682  -2.20206
H  5.27768  -2.91310  -1.05257
H  4.32034  -0.87505  -3.04780
H  5.82310  -1.63373  0.32705
H  4.02515  0.74506  0.86525
H  4.07306  0.97405  -1.59252
H  5.49574  -0.81052  1.85179
H  3.58023  -2.06394  2.32585
H  2.12365  -3.24752  0.85210
H  4.70483  -3.24363  1.66263
H  4.42373  -3.12031  -2.58383
H  2.29207  -2.96302  -1.58132
P  0.76981  1.02600  0.19278
P  -1.24217  -1.24992  1.33274
C  1.43300  -0.31729  1.26825
C  0.44295  -1.12595  2.10006
H  2.19873  0.12881  1.91814
H  1.97313  -0.95577  0.56174
H  0.80532  -2.15654  2.23273
H  0.32170  -0.67121  3.09203
C  -2.42939  -1.54147  2.64640
H  -3.44434  -1.57682  2.23457
H  -2.37930  -0.74724  3.39686
H  -2.20165  -2.50872  3.11288
C  -1.31405  -2.64415  0.19338
H  -0.71010  -3.46981  0.58815
H  -0.94560  -2.36071  -0.80070
H  -2.35842  -2.96815  0.10558
C  1.46428  2.60225  0.71498
H  1.01222  3.40581  0.11665
H  2.55402  2.60408  0.56161
H  1.22627  2.77201  1.77486
C  1.24679  0.70294  -1.51861
H  0.60763  -0.05297  -1.99184
H  2.26907  0.32157  -1.51665
H  1.21804  1.64316  -2.09185
I  -1.39132  1.95653  2.67884